[1]
# C5H8OS2

An isolated molecule of C5H8OS2 at a distorted geometry (ωB97M-V with the def2-TZVPD basis set, the Open Molecules 2025 dataset).

The geometry in XYZ format:
```
16
Properties=species:S:1:pos:R:3:lowdin_charge:R:1
C 0.3234 -1.9435 -1.1775 0.023
C 0.2459 -0.4021 -0.8187 -0.384
C 1.2844 0.3179 0.0059 -1.189
C -1.8111 0.9725 0.4004 -0.115
C -1.0925 -0.3514 0.1620 -0.223
O 1.1518 -2.6024 -0.4175 0.015
S 1.8021 1.8235 -0.6976 0.770
S 2.1157 -0.3045 1.3105 0.757
H 0.1097 0.1749 -1.6637 0.066
H -1.1258 1.6338 0.9516 0.065
H -2.5024 0.6782 1.1458 0.054
H -2.1211 1.5312 -0.6055 0.128
H -1.8309 -1.0747 -0.2908 0.120
H -0.6624 -0.5116 1.1318 0.074
H 2.3627 2.0801 0.4879 -0.145
H 1.7507 -2.0218 0.0753 -0.015
```

Calculated values
* ΔE to the lowest compared entry with this formula, charge and spin: 219.8 kJ/mol
* spin multiplicity: 3
* total charge: 0
* LUMO energy (spin up / spin down): 0.5591 / -3.1855 eV
* HOMO energy (spin up / spin down): -6.680 / -8.668 eV
* DFT total energy: -1066.70045 hartree
* strongest force on any atom: 3.7 eV/Å

=====

[2]
# C5H8OSi

A cluster of 2 separate species, C5H8OSi in total at a distorted geometry (ωB97M-V with the def2-TZVPD basis set, the Open Molecules 2025 dataset).

The geometry in XYZ format:
```
15
Properties=species:S:1:pos:R:3:lowdin_charge:R:1
C 1.8046 -1.1808 0.4035 -0.056
C 2.4899 -0.0576 0.7368 -0.105
C 0.5401 -0.7579 -0.1456 -0.330
C 0.5035 0.6208 -0.0402 -0.106
C -0.6099 -1.5474 -0.7482 -0.065
O 1.6673 1.0577 0.4768 -0.083
Si -2.2757 2.2233 0.1202 0.857
H 2.1710 -2.1840 0.3653 0.096
H 3.3715 0.0514 1.2503 0.080
H -1.4949 -0.9936 -0.3071 0.066
H -0.6267 -1.3876 -1.8028 0.058
H -0.6396 -2.5600 -0.5521 0.038
H -1.5408 3.3086 0.5925 -0.160
H -3.0416 1.4205 0.9574 -0.157
H -2.3188 1.9865 -1.3068 -0.135
```

Calculated values
* ΔE to the lowest compared entry with this formula, charge and spin: 496.5 kJ/mol
* spin multiplicity: 1
* total charge: 0
* LUMO energy (spin up / spin down): -1.5198 / -1.4470 eV
* HOMO energy (spin up / spin down): -7.516 / -7.601 eV
* DFT total energy: -559.83234 hartree
* strongest force on any atom: 3.9 eV/Å